No. 1
ORCA calculation (ωB97M-V/def2-TZVPD) on a structure of composition C36H31Cl4N3O7RuSSi.

Results
HOMO level (alpha / beta) in eV: -7.36 / -7.34
HOMO-LUMO gap (alpha / beta) in eV: 6.19 / 6.35

XYZ file:
```
84
Properties=species:S:1:pos:R:3:forces:R:3
Ru 0.831394 2.073727 -0.161196 1.0 0.4 -0.8
C -0.248506 -5.446273 -2.160696 0.1 -0.3 -0.1
O -0.738906 -4.152373 -1.897296 -0.4 0.4 0.2
C -1.881406 -4.034773 -1.142396 0.1 0.1 0.0
C -2.580006 -5.098873 -0.601996 0.2 0.0 -0.2
C -3.697306 -4.874273 0.188604 -0.1 0.0 0.2
C -4.094506 -3.583873 0.470904 0.0 -0.1 0.0
C -3.402206 -2.506973 -0.060596 0.1 0.0 0.0
C -2.316506 -2.716373 -0.895496 -0.1 -0.2 0.0
N -1.582606 -1.696273 -1.505496 0.3 0.0 -0.4
C -1.615706 -0.342473 -1.249396 0.2 0.1 -0.4
N -2.848206 0.224527 -1.239396 -0.3 -0.4 -0.1
C -3.186606 1.564727 -1.075296 0.0 0.5 0.0
C -2.588106 2.429327 -0.162096 -0.4 0.0 -0.1
C -2.960906 3.763027 -0.085696 0.2 -0.2 0.1
C -3.969606 4.240827 -0.898996 0.0 -0.2 0.1
C -4.663206 3.372727 -1.727496 0.0 -0.2 -0.1
C -4.288306 2.042227 -1.810296 0.3 -0.1 0.2
O -4.946206 1.101327 -2.575596 0.5 0.3 0.1
C -6.331606 0.980827 -2.309296 -0.3 -0.1 0.1
N -0.527806 0.355127 -1.179196 -0.2 0.6 0.0
C 0.709994 -0.303773 -1.040896 -0.1 -0.1 0.1
C 1.748594 -0.056373 -1.949496 -0.3 0.2 0.2
C 2.968394 -0.699773 -1.806396 0.3 -0.1 0.1
C 3.152894 -1.605773 -0.777596 -0.1 0.3 -0.3
C 2.130594 -1.880673 0.120904 -0.4 -0.1 0.2
C 0.910094 -1.239473 0.008104 -0.2 0.0 0.3
O -0.160706 -1.411373 0.844304 0.6 0.4 -0.7
C -0.073706 -2.371673 1.865804 0.0 -0.3 0.3
H 0.667994 -5.305073 -2.732396 -0.1 0.0 0.0
H -0.964506 -6.026073 -2.752196 0.1 0.0 0.0
H -0.013506 -5.993573 -1.240296 -0.1 0.1 0.0
H -2.257106 -6.109473 -0.787996 0.0 -0.1 0.0
H -4.228506 -5.715473 0.604704 -0.1 -0.1 0.0
H -4.945306 -3.401673 1.107204 -0.1 0.0 0.1
H -3.685706 -1.505373 0.214404 -0.1 0.1 0.0
H -0.684306 -2.026273 -1.843896 -0.1 0.1 0.1
H -3.586706 -0.301173 -1.696796 0.3 0.0 0.1
H -2.454706 4.404827 0.618004 0.1 0.0 0.0
H -4.243006 5.282727 -0.860396 0.0 0.1 0.0
H -5.493606 3.734227 -2.312196 -0.1 0.0 -0.1
H -6.658806 0.110227 -2.873396 -0.1 0.1 0.0
H -6.883806 1.864027 -2.634296 0.0 0.0 -0.1
H -6.517806 0.822127 -1.240896 0.1 0.0 -0.1
H 1.562794 0.615827 -2.779696 0.0 -0.1 0.1
H 3.770694 -0.485573 -2.496496 0.0 0.0 0.0
H 4.101494 -2.106273 -0.664696 0.1 -0.1 0.0
H 2.293894 -2.596173 0.909504 0.0 -0.1 0.1
H -1.037606 -2.345073 2.373504 0.1 -0.1 0.0
H 0.721494 -2.128073 2.576004 0.0 0.0 0.0
H 0.093194 -3.371373 1.451504 0.0 0.0 0.0
O 9.429094 1.794627 -0.246096 0.4 -0.1 0.1
C 8.410994 2.240927 -1.012496 -0.2 0.1 -0.2
O 8.647594 2.831527 -2.032296 0.1 -0.1 0.2
C 7.033494 1.979127 -0.516596 -0.2 -0.1 0.1
C 5.987694 2.743027 -1.043496 0.3 -0.1 0.0
C 4.697794 2.584227 -0.588296 0.0 -0.1 0.0
C 4.420294 1.642027 0.403104 -0.1 0.3 -0.2
S 2.841594 1.457227 1.096104 -1.1 0.6 -0.1
C 5.454794 0.850927 0.906904 -0.2 0.0 0.0
C 6.743294 1.014327 0.451404 0.1 0.3 -0.2
H 9.124694 1.387627 0.575004 -0.1 0.2 -0.2
H 6.221394 3.472627 -1.804596 0.0 0.1 0.0
H 3.891994 3.192727 -0.976996 0.0 0.0 0.0
H 5.229194 0.120027 1.667204 0.0 -0.1 0.1
H 7.515294 0.361827 0.841604 0.0 0.0 0.0
Cl 2.203694 5.472827 -1.950696 0.1 -0.3 -0.2
Si 0.874894 3.915827 -1.736296 -0.2 -0.3 2.1
Cl -0.876406 4.740927 -2.464996 0.2 -0.3 -0.3
Cl 0.309394 4.402327 0.765904 0.6 -1.1 -0.8
Cl 1.192694 -0.147073 6.404004 0.1 0.0 0.2
C 0.222194 0.214427 5.026804 -0.2 0.1 -0.3
C -1.064906 -0.300273 4.942504 0.1 -0.1 0.1
C -1.826906 -0.045073 3.822804 0.0 0.1 -0.3
C -1.318306 0.743627 2.791704 0.3 0.1 0.3
C -0.034306 1.269027 2.901704 -0.2 0.0 -0.3
C 0.742394 1.003427 4.011404 0.1 -0.1 0.1
C -2.208606 1.039027 1.654104 -0.7 -0.3 0.2
O -3.312106 0.566827 1.524804 0.4 0.1 0.2
O -1.686506 1.942827 0.789204 -0.3 0.1 -0.1
H -1.456006 -0.894473 5.750404 0.0 -0.1 0.1
H -2.823106 -0.447873 3.722704 -0.1 0.0 0.0
H 0.366894 1.901027 2.109704 -0.1 0.1 0.3
H 1.739894 1.405527 4.088304 0.1 0.0 0.0
```
Forces are in eV/Å.

How is the electron density shared among the atoms? According to Mulliken, the charges in e are:
1 Ru 0.9401
2 C -1.0429
3 O -0.3616
4 C 1.1832
5 C -0.5624
6 C -0.7363
7 C -1.3407
8 C -0.3549
9 C 0.2993
10 N -0.2175
11 C -0.3500
12 N 0.3923
13 C -0.2033
14 C 0.3184
15 C -0.8232
16 C -1.0214
17 C -0.4494
18 C 0.7484
19 O -0.4891
20 C -0.8846
21 N -0.1607
22 C -1.5488
23 C 0.2289
24 C -0.9346
25 C -0.8051
26 C -0.8889
27 C 1.2369
28 O 1.0052
29 C -1.3839
30 H 0.2692
31 H 0.3795
32 H 0.4027
33 H 0.4409
34 H 0.3998
35 H 0.4419
36 H 0.3070
37 H 0.6138
38 H 0.5177
39 H 0.4422
40 H 0.4637
41 H 0.4129
42 H 0.2682
43 H 0.3452
44 H 0.3123
45 H 0.6138
46 H 0.4572
47 H 0.5194
48 H 0.5477
49 H 0.2136
50 H 0.3043
51 H 0.4375
52 O -0.4776
53 C 0.6038
54 O -0.5624
55 C 0.8629
56 C -0.8020
57 C -0.3205
58 C 0.8610
59 S -0.4214
60 C -0.9452
61 C -0.9742
62 H 0.2974
63 H 0.4626
64 H 0.2233
65 H 0.4567
66 H 0.2123
67 Cl -0.2550
68 Si 0.2125
69 Cl -0.2301
70 Cl -0.4745
71 Cl -0.2248
72 C 0.4477
73 C -0.8811
74 C -0.2597
75 C 0.1373
76 C 0.5726
77 C -1.3833
78 C 0.5091
79 O -0.6906
80 O 0.3118
81 H 0.4505
82 H 0.5321
83 H 0.3256
84 H 0.5191

---

No. 2
ORCA calculation (ωB97M-V/def2-TZVPD) on a structure of composition C36H31F3NO25S2.

Results
HOMO level in eV: -6.18
Net charge: -1
HOMO-LUMO gap in eV: 5.92

XYZ file:
```
98
Properties=species:S:1:pos:R:3:forces:R:3
C 1.827447 0.726034 -0.883900 -0.2 -1.5 -0.3
C 1.313615 0.844961 -2.383813 -0.3 -0.1 -0.1
C 0.335267 2.075829 -2.683018 0.6 0.5 -0.4
C 0.486325 3.337321 -1.716601 -0.2 0.0 -1.6
S -0.726797 3.338699 -0.289401 0.0 2.8 4.5
O -0.584123 4.731506 0.308883 -0.3 -2.5 -2.3
O -0.308437 2.364884 0.777556 -0.7 0.5 -3.0
N -2.341496 3.198821 -0.806152 1.9 -2.5 1.0
S -3.094205 1.833201 -0.125867 -4.5 2.4 1.4
O -4.542860 1.881269 -0.579952 3.7 -0.3 -0.1
O -3.113041 1.779635 1.370999 1.5 -0.5 -3.0
C -2.412370 0.257140 -0.891682 0.8 -1.0 1.7
O -3.329148 -0.301930 -1.862292 1.7 1.3 -1.9
C -3.096798 0.172622 -3.147391 -1.8 0.3 -0.6
F -1.888077 -0.236401 -3.712013 -1.8 0.5 1.0
F -4.131764 -0.350754 -3.951091 2.3 0.8 1.6
F -3.165342 1.546445 -3.287788 0.4 -2.5 0.4
H 2.607132 -0.111059 -0.845449 -1.0 1.2 -0.2
H 2.329844 1.652524 -0.480572 -0.8 -1.0 -0.4
H 0.972331 0.352492 -0.223397 1.2 1.0 -0.7
H 0.735535 -0.103298 -2.661996 0.9 1.1 0.4
H 2.194773 0.894217 -3.113172 -1.1 0.0 1.1
H -0.763997 1.797727 -2.742190 1.4 0.3 0.2
H 0.608521 2.452112 -3.731997 -0.5 -0.5 1.4
H 1.557341 3.493845 -1.349710 -1.7 -0.4 0.0
H 0.250325 4.257784 -2.356525 0.0 -1.2 1.2
H -1.344612 0.362208 -1.253010 -1.4 0.1 0.2
H -2.376668 -0.492086 -0.027819 -0.2 1.1 -1.2
C 0.684234 -3.423489 1.430267 -0.1 0.2 -0.3
C 0.626251 -4.499775 2.216880 1.0 0.2 0.5
C -0.537840 -5.431426 2.176860 -0.7 -0.3 -0.2
O -0.545328 -6.414352 2.897341 0.3 0.2 0.1
C -1.639155 -5.116718 1.262988 0.2 -0.3 0.3
C -1.583394 -4.037673 0.478056 -1.2 -0.2 -0.6
C -0.406569 -3.121908 0.499180 0.7 0.4 0.2
O -0.381138 -2.157979 -0.242030 -0.3 -0.2 -0.1
O -2.594844 -3.730537 -0.371098 1.2 0.2 0.5
O 1.625700 -4.793487 3.087237 -1.0 -0.2 -0.5
H 1.523997 -2.740651 1.448025 0.0 0.0 -0.1
H -2.485183 -5.790303 1.256268 0.0 0.0 0.0
H -2.316226 -2.911253 -0.824796 -0.2 0.0 -0.1
H 1.346439 -5.614900 3.534114 0.0 0.1 0.0
C 7.901568 0.159284 1.113791 0.1 -0.4 0.2
C 6.971490 0.752666 0.363011 0.7 1.1 -0.1
C 5.693136 0.065608 0.021575 -0.5 -0.5 -0.1
O 4.859077 0.645883 -0.649518 0.6 0.2 0.1
C 5.494036 -1.301284 0.512476 -0.1 0.3 -0.3
C 6.425555 -1.895230 1.260231 -0.7 -1.0 0.1
C 7.691724 -1.197358 1.624694 0.5 0.5 0.1
O 8.510650 -1.766690 2.324806 -0.3 -0.2 -0.1
O 6.258682 -3.160251 1.720988 0.6 1.0 -0.1
O 7.148746 2.007375 -0.120489 -0.6 -1.0 0.1
H 8.831905 0.647416 1.370724 0.0 0.0 0.0
H 4.569973 -1.795632 0.242647 0.0 0.0 0.0
H 7.065721 -3.357415 2.233221 -0.1 0.0 0.0
H 6.338159 2.207087 -0.626759 0.1 0.1 0.0
C 1.598895 -1.445322 3.940307 -0.1 -0.2 0.4
C 2.658565 -0.892193 3.345106 -0.6 0.3 -1.0
C 3.951050 -0.709760 4.069425 0.5 0.0 0.5
O 4.905358 -0.218827 3.489965 -0.3 0.0 -0.2
C 4.017835 -1.132223 5.471112 0.2 0.1 -0.3
C 2.956961 -1.681706 6.065663 0.6 -0.1 1.0
C 1.674564 -1.888939 5.333774 -0.6 0.0 -0.6
O 0.734958 -2.411022 5.906911 0.3 0.0 0.3
O 3.000270 -2.076312 7.363130 -0.5 0.1 -1.0
O 2.602751 -0.474941 2.056742 0.6 -0.3 1.1
H 0.657367 -1.584902 3.426074 0.0 0.1 0.1
H 4.953980 -0.978981 5.990740 0.0 0.0 0.0
H 2.114138 -2.439594 7.552318 0.1 0.0 0.0
H 3.487812 -0.114942 1.860150 -0.1 0.1 -0.1
C -3.119757 5.978688 5.706382 -0.3 0.0 0.0
C -1.814301 5.981556 5.433315 0.2 0.0 1.1
C -1.311105 5.899180 4.031270 0.0 -0.2 -1.0
O -0.110841 5.924290 3.825378 -0.1 0.1 0.6
C -2.296788 5.786124 2.953149 0.4 0.1 0.0
C -3.603936 5.779793 3.226844 -0.2 -0.1 -1.1
C -4.106603 5.889679 4.625522 -0.1 0.0 0.5
O -5.308090 5.899394 4.836694 0.1 0.0 -0.2
O -4.530528 5.673378 2.241604 0.3 0.2 1.1
O -0.884748 6.060903 6.420801 -0.3 0.0 -1.0
H -3.496773 6.040223 6.718504 0.0 0.0 0.0
H -1.918636 5.708168 1.940053 0.1 -0.2 0.0
H -5.393502 5.693017 2.694206 0.1 -0.1 -0.1
H -0.022452 6.046030 5.963247 -0.1 0.0 0.0
C -3.465328 -3.388589 -8.163435 -0.2 -0.2 -0.4
C -3.732175 -2.537478 -7.168833 1.3 -0.1 0.7
C -5.043519 -1.833623 -7.078901 -0.7 0.3 0.0
O -5.254242 -1.081839 -6.148821 0.2 -0.3 -0.3
C -6.031036 -2.081101 -8.134833 0.1 0.1 0.2
C -5.761974 -2.928754 -9.129460 -1.0 0.2 -0.4
C -4.460990 -3.653257 -9.204299 0.8 -0.2 0.2
O -4.260263 -4.433970 -10.119715 -0.4 0.2 -0.1
O -6.662973 -3.168744 -10.117581 1.0 -0.2 0.4
O -2.822826 -2.278207 -6.198439 -1.2 0.1 -0.6
H -2.519206 -3.907196 -8.239177 0.0 0.0 0.0
H -6.971501 -1.551190 -8.067940 0.0 0.0 0.0
H -6.231986 -3.814196 -10.708969 -0.1 0.0 0.0
H -3.254510 -1.635369 -5.599315 0.1 0.0 0.1
```
Forces are in eV/Å.

How is the electron density shared among the atoms? According to Mulliken, the charges in e are:
1 C -0.2311
2 C -0.5005
3 C -0.0812
4 C -0.8701
5 S 1.0786
6 O -0.7278
7 O -0.6116
8 N -0.4424
9 S 1.4167
10 O -0.7483
11 O -0.6758
12 C 0.0831
13 O -0.3681
14 C 0.8007
15 F -0.1931
16 F -0.2515
17 F -0.2360
18 H -0.0033
19 H 0.2406
20 H 0.0498
21 H 0.0866
22 H 0.4447
23 H -0.1498
24 H 0.4028
25 H 0.3040
26 H 0.3782
27 H -0.4716
28 H 0.2785
29 C -1.3244
30 C 0.4220
31 C 0.9289
32 O -0.6361
33 C -0.8219
34 C 0.1605
35 C 0.9500
36 O -0.4505
37 O -0.5877
38 O -0.5517
39 H 0.8111
40 H 0.4502
41 H 0.2956
42 H 0.3348
43 C -0.9103
44 C 0.2551
45 C 1.1796
46 O -0.6043
47 C -0.8781
48 C 0.3448
49 C 0.9552
50 O -0.6480
51 O -0.5893
52 O -0.5974
53 H 0.4217
54 H 0.4126
55 H 0.3432
56 H 0.3423
57 C -0.4392
58 C -0.1569
59 C 0.9663
60 O -0.6080
61 C -1.0524
62 C 0.2650
63 C 0.7726
64 O -0.6452
65 O -0.5851
66 O -0.2009
67 H 0.8371
68 H 0.4574
69 H 0.3476
70 H 0.0427
71 C -0.9620
72 C 0.4338
73 C 0.9182
74 O -0.6266
75 C -0.6913
76 C 0.3148
77 C 0.8842
78 O -0.6462
79 O -0.5408
80 O -0.5870
81 H 0.3922
82 H 0.4358
83 H 0.3354
84 H 0.3498
85 C -0.9030
86 C 0.3300
87 C 1.0201
88 O -0.5363
89 C -0.8688
90 C 0.2472
91 C 0.9621
92 O -0.6251
93 O -0.5676
94 O -0.4862
95 H 0.4302
96 H 0.4283
97 H 0.3443
98 H 0.2031